{
  "formula": "C25H40F3N4O10SSi2Tl",
  "method": "ωB97M-V/def2-TZVPD",
  "gap_ha": [0.2703, 0.2192],
  "spin_multiplicity": 1,
  "max_force_ha_per_bohr": 0.0133,
  "lumo_ev": [-1.471, -2.711],
  "species": ["Tl", "O", "C", "O", "C", "O", "C", "C", "O", "O", "H", "H", "H", "H", "H", "C", "O", "C", "O", "N", "N", "H", "H", "H", "H", "H", "H", "C", "Si", "C", "C", "C", "Si", "C", "C", "C", "H", "H", "H", "H", "H", "H", "H", "H", "H", "H", "H", "H", "H", "H", "H", "H", "H", "H", "H", "F", "C", "F", "F", "C", "C", "C", "N", "C", "C", "H", "H", "H", "H", "N", "C", "C", "C", "C", "C", "C", "S", "O", "O", "O", "H", "H", "H", "H", "H", "H"],
  "coordinates": [[-0.31591, -0.24311, -0.57440], [-0.05191, -0.39533, -5.30274], [-0.47202, -0.11382, -4.06657], [0.26841, 0.33092, -3.21105], [-1.98578, -0.05596, -3.98839], [-2.50612, -0.43301, -2.73504], [-2.73492, -1.83374, -2.56863], [-1.42664, -2.62413, -2.50681], [-1.29741, -3.54629, -1.68479], [-0.54737, -2.21901, -3.32137], [0.90426, -0.24334, -5.32193], [-2.25177, 0.99596, -4.13014], [-2.41667, -0.64678, -4.79908], [-3.28767, -1.94191, -1.63710], [-3.34963, -2.21504, -3.39315], [3.32244, 0.80072, 3.07514], [2.63277, -0.46179, 3.22181], [1.90371, -0.84540, 2.18707], [1.82117, -0.24596, 1.12756], [1.22836, -1.99053, 2.48312], [0.29856, -2.48151, 1.57570], [3.96644, 0.86990, 3.94459], [2.58761, 1.60628, 3.06887], [3.92253, 0.81490, 2.16990], [1.27485, -2.33748, 3.42785], [-0.64948, -2.36422, 1.91223], [0.47008, -3.46008, 1.38807], [2.42454, 2.66871, -2.08974], [0.97428, 3.50922, -1.26418], [-0.47188, 3.63676, -2.45178], [1.49334, 5.22492, -0.70458], [0.47579, 2.53901, 0.25157], [-1.03515, 2.71589, 1.31876], [-1.08015, 4.43887, 2.05562], [-0.93385, 1.46001, 2.71908], [-2.63431, 2.46746, 0.35821], [2.76860, 3.24607, -2.95112], [2.13683, 1.67927, -2.44383], [3.26233, 2.56672, -1.39547], [-0.15139, 4.08767, -3.39368], [-1.28504, 4.24713, -2.05429], [-0.86561, 2.64328, -2.67483], [1.83119, 5.81032, -1.56256], [2.32083, 5.16523, 0.00421], [0.67659, 5.76758, -0.22692], [1.29396, 1.97902, 0.70726], [-0.15440, 4.66500, 2.58710], [-1.90930, 4.54121, 2.75912], [-1.20995, 5.19115, 1.27579], [-0.07654, 1.67906, 3.36023], [-0.81368, 0.43320, 2.36254], [-1.82946, 1.49187, 3.34460], [-2.78304, 3.28523, -0.34953], [-3.48412, 2.47371, 1.04616], [-2.68303, 1.53968, -0.21808], [-7.06371, -2.78626, 3.07738], [-5.90504, -3.43612, 3.29245], [-5.61369, -3.30701, 4.60167], [-6.11673, -4.73788, 3.05132], [-4.80173, -2.86833, 2.43630], [-4.06900, -3.66556, 1.57759], [-3.06453, -3.07265, 0.82236], [-2.77440, -1.77252, 0.89566], [-3.49669, -1.01691, 1.72589], [-4.51870, -1.51334, 2.51474], [-4.27101, -4.72283, 1.48586], [-2.48185, -3.63874, 0.10338], [-3.24568, 0.03634, 1.75901], [-5.07898, -0.86047, 3.16987], [1.52308, -3.11537, -1.88911], [2.59688, -2.52861, -1.38407], [3.31883, -3.10840, -0.29662], [4.35183, -2.42438, 0.27046], [4.71098, -1.15308, -0.21721], [4.05443, -0.60477, -1.33676], [3.01728, -1.26842, -1.91599], [5.98471, -0.20352, 0.60885], [7.16228, -0.49463, -0.17677], [5.48320, 1.15661, 0.49547], [5.97399, -0.74424, 1.95601], [1.12060, -3.94142, -1.46794], [0.90124, -2.70817, -2.63023], [3.01600, -4.08288, 0.06771], [4.89648, -2.81282, 1.12060], [4.36748, 0.36872, -1.68778], [2.45715, -0.84589, -2.74047]]
}

---

{
  "formula": "C25H40FN2O6Si",
  "method": "ωB97M-V/def2-TZVPD",
  "gap_ha": 0.1050,
  "spin_multiplicity": 1,
  "max_force_ha_per_bohr": 0.2063,
  "total_charge": 1,
  "lumo_ev": -8.026,
  "species": ["C", "C", "C", "C", "C", "C", "O", "Si", "C", "C", "C", "C", "O", "C", "O", "N", "O", "C", "C", "F", "C", "C", "C", "O", "H", "H", "H", "H", "H", "H", "H", "H", "H", "H", "H", "H", "H", "H", "H", "H", "H", "H", "H", "H", "H", "H", "C", "C", "C", "C", "C", "C", "N", "O", "C", "C", "C", "H", "H", "H", "H", "H", "H", "H", "H", "H", "H", "H", "H", "H", "H", "H", "H", "H", "H"],
  "coordinates": [[0.69081, 3.36068, 2.27708], [1.32346, 2.24689, 1.52064], [1.69016, 2.22680, -0.07672], [0.67429, 2.45685, -1.13965], [-0.90822, 2.78485, -0.86554], [-1.95407, 1.64011, -1.43204], [-2.69852, 2.25248, -2.54368], [-4.37817, 1.73746, -2.59178], [-4.73030, 0.01839, -1.79989], [-4.85523, 1.59761, -4.49204], [-5.58815, 3.09197, -1.86704], [1.16572, 2.36027, -2.72415], [0.36152, 2.73183, -3.73756], [2.65743, 1.75514, -3.17910], [2.99002, 1.41788, -4.60143], [2.30952, 0.29116, -4.93625], [2.69375, -0.65310, -4.25441], [3.68524, 1.54511, -2.08225], [5.20196, 0.98861, -2.36794], [5.26679, -0.45770, -2.73682], [6.01572, 1.81411, -3.55098], [5.61739, 3.40337, -3.62234], [3.26208, 1.88894, -0.50098], [4.15819, 1.88923, 0.51339], [1.12794, 4.43278, 2.44616], [-0.40657, 3.15279, 2.69858], [1.64004, 1.28250, 2.14869], [-1.14573, 3.79554, -1.45455], [-1.19011, 2.99407, 0.25058], [-1.39833, 0.70074, -1.85602], [-2.60695, 1.30429, -0.52078], [-4.12133, -0.79331, -2.38946], [-5.88932, -0.26400, -1.77272], [-4.37575, -0.06892, -0.66511], [-3.93824, 1.02036, -4.98803], [-4.79918, 2.69553, -4.91014], [-5.88583, 1.06612, -4.66296], [-5.39553, 3.32456, -0.73468], [-5.50472, 4.11294, -2.47996], [-6.72342, 2.76077, -1.96158], [5.80888, 1.09938, -1.35389], [5.72060, 1.33294, -4.58376], [7.19466, 1.70323, -3.44742], [6.50349, 4.01748, -4.10943], [5.44221, 3.83812, -2.54069], [4.67107, 3.52238, -4.32613], [0.98241, -3.69407, 4.83423], [-0.34074, -2.94932, 4.48416], [-1.49754, -3.95507, 4.19773], [-1.47957, -4.57949, 2.81070], [-1.35490, -3.50508, 1.73771], [-0.12090, -2.59657, 1.96094], [-0.08006, -2.00472, 3.34548], [-1.05392, -0.99154, 3.39948], [1.15912, -3.43157, 1.67492], [-0.09174, -1.50082, 0.84719], [-0.71943, -2.23070, 5.82589], [1.77700, -3.54756, 4.10089], [1.42455, -3.32318, 5.76860], [0.82992, -4.77095, 4.95002], [-2.46226, -3.44237, 4.31419], [-1.49456, -4.75648, 4.94776], [-0.66684, -5.30880, 2.73288], [-2.40795, -5.14118, 2.65283], [-1.30177, -3.98611, 0.75364], [-2.27481, -2.90238, 1.72818], [2.06563, -2.84458, 1.86027], [1.19055, -3.75203, 0.62594], [1.21932, -4.35154, 2.26072], [-1.00359, -0.89541, 0.82335], [0.00114, -1.95395, -0.14767], [0.76506, -0.82840, 0.98016], [0.00867, -1.45178, 6.08263], [-0.73764, -2.95085, 6.65731], [-1.71437, -1.77273, 5.79466]]
}

---

{
  "formula": "C25H40GeO3OsSe2Si",
  "method": "ωB97M-V/def2-TZVPD",
  "gap_ha": 0.2608,
  "spin_multiplicity": 1,
  "max_force_ha_per_bohr": 0.0107,
  "lumo_ev": 0.216,
  "species": ["Os", "C", "Se", "C", "C", "Se", "C", "H", "H", "H", "H", "H", "H", "H", "H", "H", "H", "C", "O", "C", "C", "C", "C", "C", "C", "O", "C", "O", "C", "H", "H", "H", "H", "H", "H", "H", "H", "H", "C", "Si", "C", "C", "C", "C", "C", "C", "C", "H", "H", "H", "H", "H", "H", "H", "H", "H", "H", "H", "C", "Ge", "C", "C", "C", "H", "H", "H", "H", "H", "H", "H", "H", "H", "H"],
  "coordinates": [[0.04695, -0.56511, -0.35145], [-3.22379, -0.74856, 1.77556], [-1.65404, -1.66144, 1.07805], [-2.64448, -2.77727, -0.19559], [-1.91799, -4.06425, -0.52673], [-0.07690, -3.75725, -1.12156], [0.14226, -5.47829, -2.00399], [-3.78620, -0.25865, 0.98950], [-2.88280, -0.01192, 2.49853], [-3.82461, -1.50952, 2.26895], [-2.79616, -2.16578, -1.08309], [-3.60739, -2.99332, 0.26834], [-2.43595, -4.56182, -1.34691], [-1.90070, -4.73470, 0.33150], [0.12442, -6.28519, -1.27604], [1.11068, -5.45759, -2.49776], [-0.63701, -5.61707, -2.74990], [4.37430, -2.94914, 4.72769], [5.17074, -2.23955, 3.79224], [4.55373, -1.74670, 2.69807], [5.41074, -1.04860, 1.80276], [4.88839, -0.52436, 0.66865], [3.50519, -0.63629, 0.32904], [3.02960, -0.20534, -0.93308], [3.90097, 0.46019, -1.96400], [1.84381, -0.35920, -1.34812], [2.63343, -1.29908, 1.27194], [1.37149, -1.37358, 1.15262], [3.21830, -1.87671, 2.43967], [5.04975, -3.27314, 5.51378], [3.90640, -3.82002, 4.26383], [3.60084, -2.30503, 5.15146], [6.46023, -0.96501, 2.04722], [5.55634, -0.00739, -0.00357], [4.96810, 0.39924, -1.78880], [3.60801, 1.51311, -1.99273], [3.66179, 0.03352, -2.93652], [2.53801, -2.37529, 3.11385], [1.39951, 2.60566, 0.08265], [0.08886, 1.44546, 0.81692], [0.58323, 1.23167, 2.63790], [-1.48511, 2.50665, 0.92357], [-2.70455, 2.12588, 0.37125], [-3.84600, 2.90920, 0.49584], [-3.78340, 4.11447, 1.17898], [-2.57554, 4.52628, 1.72900], [-1.44657, 3.72936, 1.60270], [1.41979, 3.56544, 0.60767], [1.21673, 2.80092, -0.97597], [2.39376, 2.15958, 0.18534], [0.58406, 2.19235, 3.16191], [1.57901, 0.79315, 2.72942], [-0.11472, 0.56823, 3.15850], [-2.73961, 1.20310, -0.19428], [-4.78309, 2.58777, 0.05386], [-4.66682, 4.73316, 1.27756], [-2.51558, 5.47006, 2.25783], [-0.51558, 4.07179, 2.04378], [-3.86098, 1.07754, -2.64956], [-1.92150, 1.32298, -2.86969], [-1.39686, 3.18603, -2.56586], [-1.54906, 0.91571, -4.75786], [-0.89282, -0.03192, -1.87765], [-4.36686, 1.60069, -3.46341], [-4.22557, 1.48060, -1.70763], [-4.12965, 0.02096, -2.71072], [-1.97953, 3.83175, -3.22671], [-0.34128, 3.31644, -2.80841], [-1.56169, 3.50106, -1.53752], [-2.09544, 1.59470, -5.41535], [-1.84670, -0.10698, -4.99738], [-0.48311, 1.01726, -4.96909], [-0.72378, -0.82087, -2.65104]]
}